# 1
{
  "formula": "C14H28CoN6O6",
  "method": "the ωB97M-V functional and the def2-TZVPD basis",
  "gap_ev": [6.1, 6.5],
  "fmax_ha_per_bohr": 0.072,
  "e_tot_ev": -73811.3960,
  "e_homo_ev": [-10.147, -12.077],
  "spin_multiplicity": 5,
  "charge": 1,
  "e_lumo_ev": [-4.010, -5.560],
  "elements": ["O", "H", "Co", "N", "N", "N", "N", "O", "O", "O", "O", "C", "C", "C", "C", "C", "H", "H", "H", "C", "H", "H", "H", "C", "C", "H", "H", "H", "H", "H", "H", "H", "H", "C", "H", "H", "H", "O", "H", "H", "C", "C", "C", "C", "N", "N", "C", "H", "H", "H", "H", "H", "H", "H", "H"],
  "positions_angstrom": [[-0.831576, 0.370452, -4.130284], [-1.114051, 0.446430, -5.059018], [-0.367682, 0.237913, 0.103097], [-0.520874, 1.911414, 0.916336], [0.781834, 1.164095, -0.990790], [-1.772491, -0.599368, 1.080129], [-0.700610, -1.289345, -0.920657], [-1.366697, 2.219050, 1.856543], [-2.388497, -0.074998, 2.156436], [0.020181, -1.633226, -2.025520], [1.341288, 0.664562, -2.033146], [1.157694, 2.420205, -0.574543], [0.402713, 2.853773, 0.537690], [-2.127986, -1.867422, 0.754286], [-1.515709, -2.262904, -0.455667], [0.627713, 4.052726, 1.396825], [0.938293, 3.766857, 2.419605], [-0.287131, 4.659404, 1.501936], [1.434967, 4.671001, 0.979194], [2.217032, 3.164363, -1.289833], [1.935094, 3.386314, -2.328500], [3.134757, 2.565615, -1.303827], [2.423108, 4.112153, -0.780383], [-2.945375, -2.787320, 1.593485], [-1.662477, -3.593566, -1.085000], [-3.575240, -2.224239, 2.290059], [-2.310986, -3.492485, 2.165075], [-3.593570, -3.407794, 0.955093], [-0.988046, -3.702664, -1.937618], [-2.694411, -3.770171, -1.419198], [-1.434687, -4.376971, -0.352399], [-2.066866, 0.923478, 2.123865], [0.467972, -0.764381, -2.294043], [-1.737582, 1.088419, -3.286824], [-1.152746, 1.830136, -2.735659], [-2.226026, 0.377808, -2.609110], [-2.520366, 1.647632, -3.821275], [-4.499126, 2.492896, -0.442279], [-4.589582, 1.526097, -0.625565], [-3.530483, 2.564021, -0.296264], [4.117108, -2.505281, -0.127981], [3.069316, -1.759130, 0.595655], [2.889210, -1.441882, 1.947162], [1.706477, -0.696270, 2.033618], [1.167566, -0.582831, 0.791801], [2.038394, -1.220207, -0.047876], [1.112564, -0.111188, 3.242902], [5.088735, -1.993050, -0.089118], [4.247959, -3.501166, 0.314772], [3.858499, -2.637929, -1.183924], [3.528539, -1.692024, 2.774970], [1.905589, -1.243412, -1.055108], [0.827568, -0.907353, 3.942258], [1.851152, 0.516569, 3.756150], [0.229548, 0.505179, 3.072471]],
  "forces_ev_per_angstrom": [[-0.497, 0.242, -0.516], [0.172, -0.058, 0.657], [-3.150, 1.110, -0.925], [-0.289, 1.422, 1.299], [1.099, 0.650, -1.794], [0.103, 1.955, 1.894], [1.485, -0.019, -2.101], [1.298, -0.279, -1.201], [0.378, 0.170, -0.969], [-0.459, 0.680, 0.192], [-0.530, 0.878, 1.234], [-0.684, -0.466, 0.023], [-0.064, -0.909, 0.495], [0.614, -2.755, -2.374], [-1.675, -0.097, 2.516], [0.152, 0.541, -0.144], [-0.254, -0.125, -0.485], [0.336, -0.267, -0.101], [-0.407, -0.130, 0.145], [0.287, 0.358, 0.121], [0.018, -0.212, 0.251], [-0.131, 0.104, -0.120], [-0.011, -0.261, -0.189], [-0.369, -0.072, 0.096], [-0.060, -0.478, -0.196], [0.182, -0.198, -0.109], [-0.165, 0.427, -0.177], [0.202, 0.259, 0.187], [-0.211, 0.006, 0.175], [0.236, 0.108, 0.017], [0.004, 0.104, -0.130], [-0.209, -0.584, 0.286], [-0.340, -0.510, -0.032], [0.071, 0.080, -0.318], [-0.137, -0.086, 0.196], [0.054, 0.188, 0.041], [0.266, -0.323, -0.028], [1.116, -1.366, -0.132], [-0.202, 1.131, 0.186], [-0.885, 0.219, -0.037], [0.603, -0.430, -0.194], [-0.086, 0.377, 1.182], [0.120, -0.074, -0.437], [0.234, -0.507, -1.889], [2.773, -1.149, 1.953], [-0.376, 0.080, 0.320], [-0.291, 0.221, 0.872], [-0.295, -0.105, 0.064], [0.005, 0.248, -0.127], [0.000, 0.021, 0.181], [0.104, -0.096, -0.038], [-0.136, 0.065, 0.536], [0.044, 0.181, -0.092], [-0.113, -0.146, -0.076], [0.073, -0.122, -0.189]]
}

---

# 2
{
  "formula": "C14H28F6NO4P2S5Zr",
  "method": "the ωB97M-V functional and the def2-TZVPD basis",
  "gap_ev": 8.4,
  "fmax_ha_per_bohr": 0.058,
  "e_above_lowest_kcal_mol": 11.2,
  "e_tot_ev": -114966.0256,
  "e_homo_ev": -18.817,
  "charge": 3,
  "e_lumo_ev": -10.454,
  "elements": ["Zr", "C", "C", "S", "C", "C", "S", "C", "C", "S", "H", "H", "H", "H", "H", "H", "H", "H", "H", "H", "H", "H", "C", "P", "C", "C", "C", "P", "C", "C", "H", "H", "H", "H", "H", "H", "H", "H", "H", "H", "H", "H", "H", "H", "H", "H", "F", "C", "F", "F", "S", "O", "O", "N", "S", "O", "O", "C", "F", "F", "F"],
  "positions_angstrom": [[0.059128, 0.103987, 0.037027], [2.363483, 2.935163, 0.447406], [3.382164, 1.972337, -0.101058], [2.610122, 0.544097, -0.985098], [3.441289, -0.889996, -0.250595], [3.416362, -0.916092, 1.278438], [1.652033, -1.225884, 1.936987], [1.715408, 0.098807, 3.218714], [2.184446, 1.469321, 2.786174], [1.140023, 2.145195, 1.533580], [1.722734, 3.428212, -0.378616], [2.871149, 3.732113, 0.980572], [4.218930, 1.657992, 0.520445], [3.729688, 2.617825, -0.950279], [4.447860, -0.744410, -0.541462], [3.016564, -1.719778, -0.695194], [3.826314, -0.030828, 1.743381], [3.907720, -1.665915, 1.884487], [2.313996, -0.270541, 4.014989], [0.711949, 0.248161, 3.666838], [3.149359, 1.550665, 2.395336], [2.114528, 2.133129, 3.614680], [-0.453407, -3.886238, 0.501573], [-1.305292, -2.387711, -0.082375], [-2.824456, -2.175041, 0.902062], [-1.960912, -2.865572, -1.740196], [-1.855542, -1.633194, -2.660744], [-0.162826, -0.913661, -2.484557], [0.211915, 0.009130, -3.977828], [1.028308, -2.274033, -2.694052], [-1.012644, -4.771193, 0.129668], [-0.375849, -3.931900, 1.551364], [0.530733, -3.938707, 0.055574], [-3.288714, -1.262801, 0.628056], [-2.700526, -2.208511, 2.014465], [-3.524417, -2.947783, 0.568211], [-2.990554, -3.200031, -1.586170], [-1.317949, -3.582019, -2.200568], [-2.627782, -0.822899, -2.590574], [-1.972256, -2.011001, -3.675694], [-0.482413, 0.800060, -4.069969], [0.159298, -0.700119, -4.862908], [1.225404, 0.343907, -3.886371], [0.701681, -3.025000, -3.363389], [1.314333, -2.771905, -1.836162], [1.874084, -1.883910, -3.240166], [-4.225510, 0.673145, 1.438672], [-3.711758, 1.067239, 2.575827], [-3.527449, 0.114677, 3.448441], [-4.336021, 2.069333, 3.031712], [-2.006667, 1.672444, 2.274269], [-1.420697, 0.411604, 1.604012], [-1.376171, 2.152338, 3.421179], [-2.244665, 2.809712, 1.195880], [-2.261329, 2.511500, -0.318667], [-3.352015, 1.844042, -0.952039], [-0.977942, 1.758470, -0.573434], [-1.757435, 4.193340, -1.074314], [-2.887582, 4.643657, -1.552302], [-1.280621, 4.985510, -0.145226], [-0.819604, 3.959560, -1.930015]],
  "forces_ev_per_angstrom": [[-0.500, 0.597, 0.656], [-1.615, 0.143, -0.473], [-0.194, 1.118, -2.369], [-0.502, 0.229, 0.465], [0.676, 1.685, 2.174], [-1.547, -0.494, 0.663], [0.624, 1.660, -0.394], [-1.240, 0.379, 0.203], [-1.023, -0.573, 0.158], [-0.549, 0.595, -0.823], [1.122, -0.803, 1.190], [-0.053, 0.213, 0.182], [-0.193, 0.076, -0.007], [0.680, -0.987, 0.593], [1.206, -0.370, -0.560], [-0.624, -1.861, -0.944], [-0.344, 0.420, -0.277], [0.699, -0.850, -1.027], [0.705, -0.420, 0.667], [0.308, -0.507, -0.415], [1.610, -0.178, -0.199], [0.005, 0.461, 0.926], [-0.634, -0.380, -1.481], [-0.178, -0.301, 0.818], [0.161, -1.070, 0.643], [-0.065, 2.040, 0.496], [-0.401, 0.352, -0.505], [-0.187, -0.504, -0.332], [-0.089, -1.597, -0.678], [-0.343, 1.103, -1.130], [0.200, 0.480, 0.335], [0.092, -0.002, 1.295], [0.329, -0.028, -0.044], [-0.338, 1.025, -0.206], [0.100, -0.025, -1.041], [0.132, -0.169, 0.368], [0.245, -0.215, -0.313], [0.151, -1.006, 0.062], [0.573, -0.699, 0.458], [0.175, 0.196, -0.307], [-0.574, 1.036, -0.446], [-0.093, 0.878, 0.979], [0.537, 0.506, -0.105], [-0.929, -0.836, -0.800], [0.735, -0.899, 1.942], [0.568, 0.376, 0.242], [-0.344, -0.636, -0.239], [1.876, 0.026, -0.185], [-0.776, -1.067, 0.488], [-1.675, 1.468, 1.145], [-0.787, -0.590, -2.836], [0.502, 0.534, 0.317], [0.798, 0.100, 1.315], [-0.079, -0.264, 0.559], [-0.148, 0.084, -0.035], [0.335, 0.754, 0.215], [1.709, -1.313, -1.098], [-1.425, -0.004, 1.471], [0.335, 0.346, -0.631], [-0.127, -0.046, 0.253], [0.389, -0.184, -1.375]]
}

---

# 3
{
  "formula": "C14H28MnO6",
  "method": "the ωB97M-V functional and the def2-TZVPD basis",
  "gap_ev": [6.3, 8.9],
  "fmax_ha_per_bohr": 0.027,
  "e_tot_ev": -58547.5307,
  "e_homo_ev": [-21.003, -21.020],
  "spin_multiplicity": 5,
  "charge": 3,
  "e_lumo_ev": [-14.715, -12.158],
  "elements": ["Mn", "C", "C", "O", "C", "C", "O", "C", "C", "O", "C", "C", "O", "C", "C", "O", "H", "H", "H", "H", "H", "H", "H", "H", "H", "H", "H", "H", "H", "H", "H", "H", "H", "H", "H", "H", "C", "C", "C", "O", "C", "H", "H", "H", "H", "H", "H", "H", "H"],
  "positions_angstrom": [[-0.184085, -0.168721, -0.170726], [1.973301, -2.435585, -0.547356], [2.567906, -1.283398, -1.318817], [2.095362, -0.107215, -0.658211], [2.670211, 1.117737, -1.141305], [1.972265, 2.206625, -0.378837], [0.571754, 1.959682, -0.589790], [-0.325420, 2.948897, -0.070671], [-1.640346, 2.645437, -0.731032], [-1.925023, 1.244900, -0.490523], [-2.836331, 0.665948, -1.450061], [-2.018265, 0.047988, -2.563217], [-1.022071, -0.770217, -1.881806], [-0.721262, -2.090304, -2.421328], [-0.357878, -2.943544, -1.224659], [0.549753, -2.224486, -0.358332], [2.405565, -2.479380, 0.450585], [2.152906, -3.378866, -1.061086], [2.258101, -1.270729, -2.368374], [3.657243, -1.339117, -1.274891], [2.490061, 1.213431, -2.215373], [3.745139, 1.134465, -0.956983], [2.250360, 3.191070, -0.755929], [2.200965, 2.152202, 0.689077], [0.002553, 3.954203, -0.337940], [-0.381948, 2.872494, 1.019478], [-1.564495, 2.826474, -1.804414], [-2.442318, 3.255087, -0.312881], [-3.515823, 1.422870, -1.841983], [-3.415712, -0.090721, -0.920890], [-1.507093, 0.793517, -3.173219], [-2.638525, -0.578316, -3.203049], [0.078296, -2.008534, -3.158056], [-1.607645, -2.501628, -2.904921], [0.075407, -3.890864, -1.543894], [-1.245031, -3.150642, -0.624396], [0.178441, -0.647961, 4.074767], [-0.944010, 0.390143, 3.908479], [-1.434989, 0.121162, 2.501762], [-0.182691, -0.186496, 1.762640], [0.841661, -0.707917, 2.702155], [-0.239594, -1.619318, 4.337193], [0.893099, -0.372761, 4.846029], [-0.561115, 1.407372, 4.001837], [-1.740010, 0.264016, 4.638852], [-1.926456, 0.961203, 2.016844], [-2.075038, -0.763139, 2.477205], [1.718466, -0.066235, 2.627074], [1.104379, -1.720846, 2.400949]],
  "forces_ev_per_angstrom": [[0.684, 0.263, -0.458], [0.566, 0.159, -0.019], [-0.021, -0.231, -0.023], [-0.715, -0.179, 0.203], [0.074, 0.337, -0.075], [0.323, -0.087, 0.094], [-0.373, -0.694, 0.193], [-0.220, 0.057, 0.078], [0.162, 0.469, 0.036], [0.552, -0.743, 0.306], [-0.112, -0.276, -0.258], [-0.376, 0.569, 0.053], [0.273, 0.054, 0.614], [0.378, -0.521, 0.008], [-0.402, -0.060, -0.255], [-0.675, 0.899, 0.163], [-0.049, -0.063, 0.005], [-0.148, -0.062, 0.062], [0.031, 0.032, 0.013], [0.011, 0.026, 0.003], [-0.018, -0.054, 0.011], [-0.007, -0.069, 0.056], [-0.088, 0.013, -0.043], [-0.033, 0.040, -0.001], [0.051, -0.019, -0.033], [0.054, 0.015, -0.005], [-0.041, -0.080, -0.011], [-0.062, -0.103, 0.004], [-0.006, 0.046, 0.078], [-0.004, 0.035, 0.015], [0.090, -0.088, 0.013], [0.092, -0.095, 0.004], [-0.016, 0.124, 0.038], [-0.057, 0.137, -0.011], [0.081, 0.000, 0.086], [0.055, -0.025, 0.031], [-0.293, -0.001, -0.139], [0.320, 0.030, -0.100], [-0.613, 0.111, 0.685], [-0.150, 0.207, -1.372], [0.717, -0.274, 0.543], [0.006, -0.003, -0.024], [0.044, 0.045, -0.026], [-0.003, -0.007, -0.042], [-0.043, -0.054, -0.024], [0.126, -0.019, -0.064], [0.106, -0.023, -0.174], [-0.133, 0.118, -0.128], [-0.141, 0.044, -0.110]]
}

---

# 4
{
  "formula": "C14H28O12P2",
  "method": "the ωB97M-V functional and the def2-TZVPD basis",
  "gap_ev": 7.9,
  "fmax_ha_per_bohr": 0.155,
  "e_tot_ev": -58116.5353,
  "smiles": "O=C1C=C(CCCCO)C(=O)O1.COP(=O)(OC)OC.COP(=O)(OC)OC",
  "e_homo_ev": -9.797,
  "e_lumo_ev": -1.874,
  "elements": ["O", "C", "C", "C", "C", "C", "C", "C", "O", "C", "O", "O", "H", "H", "H", "H", "H", "H", "H", "H", "H", "H", "C", "O", "P", "O", "O", "C", "O", "C", "H", "H", "H", "H", "H", "H", "H", "H", "H", "C", "O", "P", "O", "O", "C", "O", "C", "H", "H", "H", "H", "H", "H", "H", "H", "H"],
  "positions_angstrom": [[-4.705700, 4.980292, 2.842128], [-4.534131, 4.459836, 1.819069], [-3.627316, 3.222663, 1.596833], [-4.213698, 2.635594, 0.550220], [-3.629599, 1.313068, 0.038744], [-3.392076, 1.228760, -1.504231], [-3.348325, 2.582086, -2.257613], [-2.199128, 3.514244, -1.820543], [-0.939761, 2.855902, -1.943784], [-5.424313, 3.446094, 0.091101], [-6.357375, 3.150581, -0.503097], [-5.111054, 4.725323, 0.592284], [-2.771473, 2.909495, 2.187300], [-2.742640, 1.094986, 0.647673], [-4.368138, 0.527889, 0.298674], [-4.122030, 0.543497, -1.963395], [-2.399055, 0.766138, -1.653513], [-3.129437, 2.337100, -3.317136], [-4.319210, 3.107015, -2.289634], [-2.210806, 4.359272, -2.545566], [-2.374949, 3.976749, -0.831848], [-0.275743, 3.553538, -1.874711], [1.403328, -3.106022, 2.124310], [0.379914, -2.091845, 2.155777], [-0.938097, -2.317747, 1.130363], [-1.549457, -0.965545, 1.302501], [-1.583451, -3.438431, 2.130015], [-2.003779, -3.031238, 3.425859], [-1.940710, -2.858352, -0.114343], [-1.446821, -3.960015, -0.897051], [2.127001, -2.884036, 2.904774], [0.975783, -4.095972, 2.309885], [1.910375, -3.095709, 1.159889], [-2.202900, -1.960621, 3.475141], [-1.235202, -3.289505, 4.157541], [-2.916430, -3.572491, 3.672061], [-1.282693, -4.836758, -0.265043], [-0.515436, -3.685455, -1.395894], [-2.191076, -4.203808, -1.652398], [7.431377, -0.514079, -0.228860], [6.378978, -1.480545, -0.077586], [4.794344, -0.890790, -0.133995], [4.113099, -2.139265, 0.319211], [4.857340, -0.753380, -1.760782], [4.999451, -1.936024, -2.539007], [3.443237, 0.118358, -0.103718], [3.696960, 1.534043, -0.056232], [8.377770, -1.047792, -0.283373], [7.299473, 0.064590, -1.147161], [7.452788, 0.159170, 0.629822], [4.670542, -2.824309, -1.999545], [6.044345, -2.058068, -2.831871], [4.395576, -1.824176, -3.438419], [4.263585, 1.852090, -0.935419], [4.246756, 1.792149, 0.850759], [2.739988, 2.051455, -0.046164]],
  "forces_ev_per_angstrom": [[-0.929, 2.148, 1.710], [3.046, -2.766, -1.131], [-2.148, 1.576, -0.847], [1.594, -1.895, 0.165], [-1.569, 0.072, -0.304], [0.578, 0.204, 0.296], [0.597, -0.611, -0.431], [-0.843, 0.875, -0.890], [-0.169, 0.198, 0.363], [5.021, 0.226, 2.017], [-3.059, -0.531, -2.022], [-2.117, 0.628, 0.496], [-0.366, 0.085, -0.054], [-0.163, 0.068, -0.441], [0.412, 0.222, -0.057], [0.150, 0.426, 0.120], [-0.466, 0.092, 0.079], [-0.158, 0.096, 0.413], [0.447, -0.086, 0.311], [-0.065, -0.274, 0.383], [0.272, -0.515, -0.159], [-0.026, -0.310, -0.011], [0.186, -0.252, 0.038], [0.740, -1.172, -3.048], [-5.468, 2.938, 4.886], [0.837, -0.384, -0.721], [-0.057, -0.440, -0.822], [0.350, -0.058, 0.478], [3.529, -0.488, -0.598], [-0.103, -0.241, -0.077], [-0.059, 0.131, -0.043], [-0.059, 0.053, 0.047], [0.206, 0.035, 0.154], [0.062, 0.001, -0.154], [-0.033, 0.062, 0.045], [0.031, -0.061, -0.138], [-0.028, -0.005, -0.037], [-0.049, -0.082, -0.097], [-0.039, 0.101, 0.075], [0.215, 0.035, -0.140], [-0.423, 2.906, 1.644], [-3.381, -6.069, -3.900], [0.536, 0.828, 0.614], [-0.281, 0.835, 0.289], [0.528, -0.208, -0.208], [2.983, 1.338, 1.652], [-0.109, 0.243, -0.159], [-0.090, -0.084, 0.039], [-0.009, -0.023, 0.007], [0.149, -0.019, -0.031], [-0.009, 0.106, 0.132], [-0.023, -0.081, -0.007], [-0.023, 0.146, 0.069], [-0.043, 0.015, 0.005], [-0.085, 0.113, -0.002], [-0.021, -0.148, 0.004]]
}